Formula: C28H40BrCaClKN6O10P2S3
Source: OMol25
Level of theory: ωB97M-V/def2-TZVPD

Results
net charge = +1
HOMO energy = -7.07 eV
LUMO = -5.24 eV
total energy = -227489.635 eV

Element x y z (Å)
O (-1.002, 0.650, -0.330)
P (-2.215, 1.522, -0.860)
O (-3.650, 0.557, -0.655)
O (-2.268, 3.034, -0.006)
P (-1.927, 1.724, -3.044)
C (-1.044, 0.088, -3.574)
C (-1.924, -1.164, -3.743)
C (-1.243, -2.521, -4.136)
C (0.357, -2.546, -4.327)
S (1.242, -4.157, -4.748)
C (1.195, -1.229, -4.160)
N (2.601, -0.978, -4.290)
S (2.917, 0.660, -3.962)
N (1.360, 1.341, -3.616)
C (0.550, 0.157, -3.769)
H (-3.402, -0.300, -1.101)
H (-1.479, 2.979, 0.639)
H (-3.178, 1.681, -3.741)
H (-3.046, -1.082, -3.575)
H (-1.929, -3.454, -4.231)
H (1.744, -4.728, -3.566)
Ca (-2.310, 2.891, 2.323)
C (-0.303, 7.735, 5.919)
C (-1.191, 6.965, 5.287)
C (-1.153, 5.499, 5.415)
O (-1.971, 4.792, 4.831)
C (-0.099, 4.908, 6.267)
C (0.787, 5.676, 6.897)
C (0.751, 7.152, 6.771)
O (1.563, 7.852, 7.350)
H (-0.315, 8.814, 5.836)
H (-1.982, 7.382, 4.650)
H (-0.089, 3.827, 6.348)
H (1.567, 5.262, 7.526)
Cl (-3.406, 8.696, 4.852)
Br (0.212, 0.027, -1.577)
K (-2.064, -4.906, -4.589)
C (-7.463, -0.650, -2.957)
C (-6.717, -0.560, -4.285)
C (-7.171, -1.615, -5.296)
C (-6.922, -2.991, -4.746)
N (-6.728, -4.072, -4.312)
H (-7.282, -1.606, -2.457)
H (-7.128, 0.138, -2.279)
H (-8.540, -0.537, -3.104)
H (-5.643, -0.664, -4.096)
H (-6.874, 0.435, -4.713)
H (-6.619, -1.501, -6.233)
H (-8.236, -1.505, -5.515)
C (4.161, -0.465, -0.562)
C (5.544, -0.320, 0.020)
O (5.787, -0.664, 1.159)
C (6.610, 0.268, -0.866)
H (3.498, -0.902, 0.188)
H (3.772, 0.516, -0.845)
H (4.191, -1.126, -1.431)
H (6.330, 1.281, -1.163)
H (6.749, -0.360, -1.749)
H (7.553, 0.313, -0.316)
N (2.424, 2.362, 8.931)
C (3.425, 3.111, 8.442)
C (4.614, 3.344, 9.114)
C (4.780, 2.775, 10.368)
C (3.761, 1.998, 10.899)
C (2.612, 1.822, 10.146)
H (3.246, 3.536, 7.460)
H (5.389, 3.955, 8.669)
H (5.696, 2.936, 10.927)
H (3.857, 1.540, 11.875)
H (1.788, 1.220, 10.516)
C (-0.130, 8.608, 1.911)
O (-0.439, 8.007, 2.927)
N (-0.150, 9.959, 1.830)
N (0.261, 7.974, 0.772)
H (0.100, 10.474, 1.005)
H (-0.436, 10.464, 2.654)
H (0.288, 6.970, 0.793)
H (0.518, 8.451, -0.073)
O (-0.173, -8.847, -4.678)
S (1.082, -9.357, -5.173)
O (1.378, -9.404, -6.579)
O (1.346, -10.815, -4.535)
C (0.359, -11.834, -4.733)
C (0.372, -12.364, -6.156)
C (2.407, -8.508, -4.362)
H (-0.632, -11.465, -4.457)
H (0.602, -12.650, -4.048)
H (0.074, -11.592, -6.868)
H (-0.320, -13.201, -6.264)
H (1.376, -12.691, -6.436)
H (2.217, -8.491, -3.290)
H (2.437, -7.491, -4.755)
H (3.343, -9.019, -4.585)